No. 1
A structure of composition C33H56HfN2O4S3Si at a distorted geometry. Source: the Open Molecules 2025 dataset; level of theory: wB97M-V/def2-TZVPD.

Last column: Löwdin charge in e.
Positions of all 100 atoms, in Å:
Hf 1.038 1.170 -0.038  1.333
S 3.248 -0.737 -0.897  0.845
S 2.319 2.340 -1.994  0.877
S 3.187 1.583 1.119  0.799
Si -0.468 -1.688 1.168  0.086
O 0.582 -1.454 2.448  -0.160
O 0.102 -0.534 0.078  -0.399
O -1.945 -1.201 1.605  -0.123
O -0.557 -3.100 0.352  -0.141
N 0.224 2.484 1.417  -0.148
N -0.833 2.144 -0.916  -0.089
C 0.816 -3.383 -1.634  -0.013
C 3.455 3.310 0.479  -0.444
C -1.561 4.846 -1.733  -0.187
C -2.052 -1.099 -3.589  -0.116
C -1.471 -0.109 -2.656  -0.246
C 3.562 1.262 -2.898  -0.429
C -1.088 2.377 -2.282  -0.226
C -1.200 2.481 1.306  -0.308
C -1.791 2.187 0.062  0.017
C -3.459 -3.138 1.028  -0.005
C 3.498 3.440 -1.022  -0.417
C -3.401 -1.681 1.555  -0.508
C -0.252 -3.378 3.812  -0.013
C -0.993 2.859 -4.998  -0.061
C 0.474 -2.074 3.823  -0.574
C -3.850 -1.629 3.006  -0.041
C 4.966 -0.304 -0.332  -0.406
C -1.176 3.758 -2.693  -0.176
C 4.866 0.751 0.798  -0.376
C -0.731 2.807 3.525  0.011
C -1.144 1.536 -4.575  -0.052
C -0.168 -0.949 4.654  -0.010
C -4.150 -0.615 0.696  -0.006
C -1.210 6.251 -2.297  -0.091
C 1.143 -4.746 0.489  -0.035
C -1.780 2.734 2.553  0.032
C 0.483 2.784 2.710  -0.117
C -0.883 -5.131 -0.910  -0.021
C 1.945 -2.173 4.189  -0.025
C -1.192 1.273 -3.214  -0.161
C -0.962 3.944 -4.066  -0.031
C 3.389 -0.224 -2.668  -0.469
C 0.187 -4.131 -0.420  -0.601
H -2.333 -2.076 -3.056  0.105
H 5.366 -1.230 0.093  0.087
H -5.142 -1.016 0.381  0.112
H -2.221 -0.042 -1.845  0.102
H -0.234 -3.918 4.769  0.113
H 3.002 4.382 -1.385  0.101
H -1.334 -3.237 3.663  0.078
H -4.112 -3.725 1.660  0.089
H -2.802 2.985 2.697  0.118
H -0.311 6.004 -2.869  0.053
H -2.805 1.905 -0.137  0.141
H -2.646 4.817 -1.515  0.130
H -1.045 3.095 -6.075  0.117
H -3.544 -0.665 3.428  0.084
H -3.463 -2.435 3.637  0.083
H -0.926 7.069 -1.606  0.081
H 2.020 -2.470 5.230  0.098
H 0.369 -0.016 4.468  0.071
H -3.802 -3.090 0.004  0.082
H 1.499 -2.603 -1.216  0.018
H -1.059 4.680 -0.761  0.102
H -1.690 -4.691 -1.597  0.113
H -0.124 -1.058 5.761  0.112
H 1.758 -5.551 0.078  0.111
H 4.589 1.621 -2.780  0.090
H 0.027 -2.815 -2.149  0.073
H 5.557 0.115 -1.228  0.118
H 1.306 -4.175 -2.194  0.097
H 5.541 1.615 0.554  0.102
H 5.103 0.264 1.762  0.093
H -1.992 6.740 -2.904  0.092
H 2.404 -0.526 -3.127  0.103
H 1.561 2.859 3.022  0.108
H -2.497 -3.666 1.048  0.063
H 2.413 -2.928 3.660  0.054
H -1.104 0.692 -5.395  0.154
H 0.045 -4.075 3.019  0.077
H -0.780 2.916 4.558  0.085
H -0.398 -5.972 -1.470  0.107
H 4.198 -0.830 -3.149  0.117
H 4.503 3.324 -1.378  0.082
H 2.599 3.956 0.814  0.102
H 1.655 -3.971 1.114  0.106
H -1.147 -0.828 4.241  0.059
H -3.025 -0.725 -3.980  0.101
H 2.395 -1.167 4.006  0.099
H -4.255 0.266 1.319  0.072
H -0.624 -0.602 -2.199  0.067
H 3.346 1.530 -3.924  0.084
H -4.938 -1.704 3.042  0.099
H 0.482 -5.282 1.160  0.083
H -3.431 -0.384 -0.110  0.061
H 4.413 3.689 0.865  0.106
H -1.395 -5.590 -0.074  0.077
H -1.396 -1.259 -4.448  0.071
H -0.743 4.952 -4.531  0.128

As for the spin multiplicity: 1. The HOMO energy comes out at -13.20 eV. As for the net charge: +2.

No. 2
A structure of composition C53H111BN5O17 at a distorted geometry. Source: the Open Molecules 2025 dataset; level of theory: wB97M-V/def2-TZVPD.

Last column: Löwdin spin population.
Positions of all 187 atoms, in Å:
O 9.896 -8.369 15.740  0.000
O 1.209 -6.872 14.734  0.000
O 0.170 -9.133 14.565  0.000
O 1.331 -8.088 12.789  0.000
O 2.020 -6.462 11.489  0.001
O 1.582 -4.769 13.896  0.000
O -0.071 -10.852 15.923  0.000
O 3.647 -12.004 13.128  0.000
O 2.539 -11.178 19.078  0.000
O -5.794 -6.154 12.600  0.000
O 0.683 -10.594 6.644  0.144
O -2.768 -13.579 10.641  0.000
O 2.525 -8.813 14.764  0.000
O 2.881 -10.589 16.040  0.000
O 3.561 -2.890 10.858  0.000
O -1.552 -14.196 16.698  0.000
O 0.906 -2.104 14.476  0.000
N 8.708 -8.825 16.203  0.000
N -3.105 -12.902 11.758  0.000
N -4.626 -6.585 13.232  0.000
N 2.090 -10.497 7.032  0.581
N -0.435 -14.625 17.381  0.000
C 2.599 -8.747 5.188  0.050
C 8.526 -10.609 14.457  0.000
C 0.972 -14.086 15.614  0.000
C -3.504 -6.930 15.492  0.000
C 5.843 -8.810 16.527  0.000
C 2.965 -3.798 9.917  0.000
C 7.864 -9.373 15.056  0.000
C 2.925 -11.272 4.959  0.015
C 1.482 -6.040 13.814  0.000
C 2.161 -9.908 15.357  0.000
C 8.113 -7.898 17.245  0.000
C -2.093 -11.905 12.102  0.000
C -1.612 -16.538 18.653  0.000
C 1.469 -8.540 8.335  0.048
C -3.011 -11.903 14.443  0.000
C -3.624 -4.277 12.813  0.000
C -3.683 -13.743 12.825  0.000
C 0.648 -9.960 15.347  0.000
C -2.250 -6.331 13.449  0.000
C 1.693 -10.815 9.430  0.030
C 0.644 -15.258 16.613  0.000
C -5.755 -7.910 15.032  0.000
C -3.233 -6.407 11.253  0.000
C 0.727 -1.912 13.044  0.000
C 0.126 -16.506 15.900  0.000
C 4.451 -10.073 6.368  0.000
C -4.123 -12.814 13.979  0.000
C -4.869 -6.707 14.733  0.000
C 1.196 -10.856 19.347  0.000
C 6.785 -8.459 17.693  0.000
C -1.528 -14.176 19.515  0.000
C 3.757 -9.738 8.750  0.000
C 4.387 -12.775 14.035  0.000
C -2.523 -14.723 13.371  0.000
C 1.631 -6.932 12.523  0.000
C 2.267 -9.841 8.322  0.056
C -4.874 -14.537 12.279  0.000
C 1.941 -15.578 17.403  0.000
C -5.512 -5.551 15.371  0.000
C 1.573 -16.291 18.711  0.000
C -3.494 -5.875 12.683  0.000
C 4.629 -9.251 7.627  0.000
C 7.997 -6.478 16.693  0.000
C 7.595 -8.282 13.942  0.000
C -0.607 -12.426 12.082  0.000
C -0.727 -15.285 18.710  0.000
C -2.530 -11.092 13.359  0.000
C 2.977 -10.118 5.939  0.052
C -2.236 -10.807 11.004  0.000
C 6.508 -9.847 15.586  0.000
C -2.317 -6.095 14.969  0.000
C 0.526 -15.553 19.526  0.000
C 9.031 -7.900 18.504  0.000
B 1.298 -8.249 14.231  0.000
H -2.318 -5.999 10.823  0.000
H 0.235 -17.358 16.571  0.000
H -2.138 -12.319 14.946  0.000
H -4.041 -6.076 10.599  0.000
H 2.562 -16.380 19.160  0.000
H 9.953 -7.349 18.321  0.000
H 2.737 -11.149 18.139  0.000
H -0.565 -13.458 11.733  0.000
H -5.009 -12.206 13.796  0.000
H 6.341 -7.819 18.455  0.000
H 0.566 -10.942 18.462  0.000
H 7.174 -8.695 13.025  0.000
H -2.298 -16.467 17.809  0.000
H -5.351 -15.122 13.066  0.000
H 5.672 -7.879 15.986  0.000
H 0.129 -11.872 11.499  0.000
H 4.857 -9.148 16.848  0.000
H 2.251 -11.750 9.485  0.000
H -3.569 -13.530 10.113  0.000
H 0.395 -8.667 8.466  0.001
H -3.800 -3.939 13.835  0.000
H 0.699 -11.213 5.911  0.003
H 1.883 -14.332 15.070  0.000
H 9.303 -10.404 13.721  0.000
H 5.785 -10.081 14.805  0.000
H -3.363 -10.416 13.161  0.000
H 3.849 -13.099 14.926  0.000
H -5.984 -5.877 16.298  0.000
H 1.538 -8.818 4.946  0.002
H -1.472 -13.251 16.848  0.000
H 0.996 -13.099 16.077  0.000
H -1.391 -5.961 12.890  0.000
H 8.922 -6.036 16.321  0.000
H 4.896 -11.059 6.499  0.001
H -2.034 -15.196 12.519  0.000
H 9.334 -8.927 18.710  0.000
H 9.608 -7.771 15.046  0.000
H -0.922 -13.276 19.624  0.000
H 0.916 -3.061 14.554  0.000
H 8.950 -11.180 15.284  0.000
H -3.279 -10.517 10.876  0.000
H 0.648 -11.536 20.000  0.000
H -3.335 -7.482 11.105  0.000
H -6.058 -8.008 16.074  0.000
H 7.013 -9.340 18.292  0.000
H 0.165 -14.135 14.883  0.000
H -1.670 -9.916 11.275  0.000
H 1.183 -17.293 18.530  0.000
H 2.754 -3.375 8.935  0.000
H -4.426 -3.917 12.168  0.000
H 8.607 -7.518 19.433  0.000
H -3.156 -7.941 15.706  0.000
H -1.712 -14.545 20.523  0.000
H -1.712 -14.168 13.844  0.000
H 4.048 -9.013 9.510  0.000
H 0.718 -11.221 9.162  0.000
H 4.232 -10.657 9.094  0.000
H 4.964 -9.502 5.594  0.000
H -0.004 -2.572 12.577  0.000
H -4.432 -13.488 14.778  0.000
H 6.613 -10.806 16.094  0.000
H 1.894 -7.882 9.092  0.007
H 0.249 -16.159 20.389  0.000
H -6.620 -7.956 14.371  0.000
H 1.790 -10.346 10.409  0.002
H 4.751 -13.660 13.513  0.000
H -1.080 -17.479 18.793  0.000
H 0.706 -16.708 14.999  0.000
H 5.297 -12.219 14.262  0.000
H 1.942 -11.379 4.500  0.000
H 7.631 -5.870 17.521  0.000
H -4.691 -15.107 11.368  0.000
H 3.737 -11.117 4.248  0.001
H -2.367 -5.053 15.285  0.000
H -1.843 -11.197 10.065  0.000
H 2.033 -4.171 10.341  0.000
H -2.908 -15.467 14.068  0.000
H 7.836 -11.292 13.961  0.000
H 7.157 -7.299 14.116  0.000
H 8.589 -7.896 13.715  0.000
H -3.339 -11.299 15.290  0.000
H 2.494 -14.671 17.646  0.000
H 2.488 -16.340 16.847  0.000
H 3.156 -2.024 10.767  0.000
H -5.647 -13.872 11.892  0.000
H 1.501 -8.049 7.362  0.000
H 7.210 -6.469 15.939  0.000
H 1.049 -9.899 19.848  0.000
H 3.093 -12.204 5.498  0.000
H 3.613 -4.651 9.718  0.000
H 3.231 -8.742 4.300  0.004
H -2.402 -13.752 19.021  0.000
H 0.823 -14.573 19.901  0.000
H -4.848 -4.814 15.822  0.000
H -5.273 -8.853 14.776  0.000
H -1.840 -10.396 13.836  0.000
H 4.425 -8.215 7.356  0.000
H -2.032 -7.399 13.441  0.000
H -3.754 -6.609 16.504  0.000
H 1.690 -2.234 12.649  0.000
H -2.357 -16.491 19.448  0.000
H -6.178 -6.896 12.127  0.000
H -0.129 -12.538 13.055  0.000
H 2.848 -7.883 5.804  0.001
H -1.425 -6.516 15.432  0.000
H -6.337 -4.981 14.943  0.000
H -2.716 -3.736 12.545  0.000
H 5.681 -9.320 7.903  0.000
H 3.286 -11.226 13.558  0.000
H 0.713 -0.839 12.852  0.000
H -0.928 -16.356 15.666  0.000

As for the spin multiplicity: 2. The HOMO energy (alpha / beta) comes out at -7.58 / -7.58 eV. As for the expectation value of S²: 0.75.

No. 3
A structure of composition C28H49IN14O3P at a distorted geometry. Source: the Open Molecules 2025 dataset; level of theory: wB97M-V/def2-TZVPD.

Last column: Löwdin charge in e.
Positions of all 96 atoms, in Å:
I 6.850 -1.000 2.080  0.709
P 0.733 -0.815 1.709  0.695
O 1.564 -1.380 2.846  -0.311
O 1.041 -1.664 0.287  -0.172
O -0.918 -1.130 2.130  -0.258
N -10.027 -6.277 3.589  0.122
N -4.621 -6.243 0.907  0.119
N 6.218 -2.517 -6.381  0.129
N 4.097 1.255 -3.044  0.133
N -7.123 -1.032 2.292  0.120
N 0.207 1.102 -4.165  0.142
N 0.673 5.538 -1.099  0.114
N -0.090 6.036 -5.075  0.136
N 1.261 1.520 -1.064  0.140
N -0.783 2.977 -1.248  0.128
N -1.807 -1.745 0.783  0.026
N -0.318 1.341 0.611  0.037
N 2.066 2.318 3.333  -0.002
N 1.296 1.705 6.079  0.125
C -0.036 2.078 -0.651  -0.189
C 4.038 0.208 1.459  -0.298
C -5.068 -0.090 3.697  -0.065
C -6.974 -5.650 2.030  -0.073
C 0.206 -0.044 -3.941  -0.195
C 0.781 1.972 2.671  -0.199
C 5.540 0.717 1.843  -0.640
C -2.850 -2.305 0.743  -0.132
C -0.334 3.620 -2.515  -0.103
C 0.135 3.718 -6.414  -0.068
C 0.977 1.018 1.368  -0.333
C -6.223 -0.618 2.908  -0.262
C 3.482 0.953 0.157  -0.144
C 0.202 -1.510 -3.653  -0.037
C 4.308 -1.017 -4.415  -0.064
C 8.233 -1.555 -4.932  -0.053
C 1.296 0.555 6.274  -0.210
C -5.658 -5.975 1.401  -0.250
C 0.012 5.008 -5.666  -0.246
C 1.997 1.517 0.255  -0.230
C -4.171 -3.008 0.696  -0.073
C -9.968 -5.228 4.113  -0.254
C 4.189 0.259 -3.645  -0.222
C 2.245 4.822 -2.898  -0.049
C 7.101 -2.095 -5.745  -0.259
C -9.907 -3.895 4.786  -0.064
C 0.820 4.700 -2.099  -0.328
C 1.300 -0.919 6.520  -0.045
H -1.243 -0.286 2.557  0.100
H 1.732 2.003 -1.843  0.094
H -4.490 -3.266 1.708  0.061
H 8.995 -2.324 -4.799  0.084
H 0.833 3.056 -5.899  0.049
H 2.099 5.490 -3.816  0.064
H -8.919 -3.454 4.648  0.067
H -7.008 -4.593 2.300  0.063
H 5.474 1.217 2.877  0.054
H -1.681 3.229 -0.819  0.181
H 0.194 2.878 -3.220  0.055
H -7.780 -5.863 1.327  0.082
H 0.502 3.907 -7.424  0.083
H -7.119 -6.252 2.928  0.072
H -4.089 -3.921 0.107  0.052
H 4.157 -0.899 1.181  0.061
H 3.622 0.315 -0.791  0.094
H -10.657 -3.228 4.358  0.081
H 1.140 -1.796 -3.176  0.072
H -0.839 3.230 -6.475  0.081
H -1.167 4.126 -3.104  0.137
H 2.246 -1.216 6.975  0.086
H -10.100 -4.009 5.854  0.080
H 0.146 1.416 3.431  0.108
H 0.295 2.973 2.366  0.134
H -0.821 0.529 0.211  0.101
H 2.480 3.183 2.967  0.081
H 2.147 2.640 0.421  0.156
H 2.594 3.778 -3.184  0.045
H -4.921 -2.358 0.242  0.077
H 1.693 -2.358 0.568  0.101
H 0.089 -2.070 -4.582  0.090
H 7.870 -1.240 -3.952  0.075
H 3.423 0.348 2.402  0.077
H -4.325 -0.876 3.839  0.071
H 5.928 1.519 1.138  0.051
H -0.267 5.405 -0.678  0.045
H 4.167 1.865 -0.012  0.112
H 3.337 -1.511 -4.467  0.067
H 4.656 -0.809 -5.427  0.063
H 5.020 -1.681 -3.924  0.073
H -4.608 0.745 3.166  0.076
H 8.678 -0.697 -5.439  0.084
H -0.626 -1.755 -2.986  0.085
H -5.412 0.255 4.673  0.081
H 1.864 2.438 4.340  0.009
H 3.045 5.323 -2.253  0.088
H 0.482 -1.185 7.190  0.082
H 1.176 -1.452 5.575  0.065

As for the spin multiplicity: 1. The HOMO energy comes out at -10.86 eV. As for the net charge: +1.

No. 4
An isolated molecule of C2H4N2OS at a distorted geometry. Source: the Open Molecules 2025 dataset; level of theory: wB97M-V/def2-TZVPD.

Last column: Löwdin charge in e.
Positions of all 10 atoms, in Å:
S 0.496 0.028 -0.936  1.007
O -2.065 0.433 -0.464  -0.071
N 1.946 -0.143 1.343  0.077
N -0.353 -0.467 1.491  0.086
C 0.806 -0.137 0.816  -0.802
C -1.194 0.239 -1.322  -0.546
H -1.465 0.310 -2.346  0.070
H -0.304 -0.411 2.475  0.085
H 2.749 0.071 0.736  0.050
H -1.223 -0.216 1.028  0.044

Its SMILES is [H]/N=C(/N)SC=O. The energy relative to the best compared isomer or geometry (same formula, charge and spin) comes out at 134.6 kJ/mol. As for the spin multiplicity: 1. The HOMO energy comes out at -9.66 eV.

No. 5
A cluster of 8 separate species, C6H30N2O7 in total at a distorted geometry. Source: the Open Molecules 2025 dataset; level of theory: wB97M-V/def2-TZVPD.

Last column: Löwdin spin population.
Positions of all 45 atoms, in Å:
O -3.029 2.657 -2.643  0.001
O 1.444 -0.208 -3.410  0.000
O -0.727 1.078 -2.566  0.002
O -0.682 3.052 -0.600  0.055
O 2.077 -3.760 0.236  0.000
O -0.677 -4.036 0.867  0.000
O 0.940 -1.587 -0.507  0.001
N 3.446 1.531 1.492  0.207
N -0.226 0.678 0.921  0.366
C -2.646 -1.214 0.347  0.001
C 1.397 -0.511 2.355  0.067
C -1.495 0.587 1.701  0.048
C -2.595 0.204 0.741  0.001
C 0.960 0.876 1.755  0.092
C 2.095 1.605 0.896  0.080
H 0.457 -1.042 2.664  0.002
H -3.122 1.713 -2.737  0.000
H 1.915 -1.209 1.523  0.002
H -1.292 -4.230 1.546  0.000
H 2.056 1.222 -0.174  0.002
H -3.599 0.579 1.205  0.000
H -1.794 1.604 2.098  0.012
H -1.410 -0.013 2.621  0.016
H 1.275 -0.854 -4.134  0.000
H -3.578 -1.409 -0.299  0.000
H 1.618 -4.118 1.045  0.000
H 2.241 -0.404 2.958  0.011
H -0.054 -0.085 0.318  0.011
H -0.358 2.175 -0.095  0.005
H -3.465 2.775 -1.794  0.000
H -0.492 -3.160 0.569  0.000
H 1.809 2.691 0.961  0.010
H 0.694 1.619 2.621  -0.001
H 1.616 -1.867 0.006  0.000
H -2.683 -1.944 1.196  0.000
H -0.282 3.919 -0.439  0.000
H -1.076 1.848 -3.010  0.000
H 3.792 0.585 1.428  0.005
H -1.943 -1.631 -0.381  0.000
H -0.507 1.387 -1.678  0.001
H 3.472 1.934 2.405  0.005
H -2.578 0.767 -0.166  0.000
H 0.807 0.500 -3.054  0.000
H 1.321 -1.598 -1.391  0.000
H 1.556 -4.071 -0.479  0.000

The energy relative to the best compared isomer or geometry (same formula, charge and spin) comes out at 0.0 kJ/mol. As for the spin multiplicity: 2. The HOMO energy (alpha / beta) comes out at -13.31 / -13.31 eV. As for the net charge: +1. As for the expectation value of S²: 0.76.